{
  "formula": "C41H29AsBr2F5NO3PdSSe",
  "method": "ωB97M-V with the def2-TZVPD basis set",
  "total_charge": 2,
  "energy_ha": -12670.289267,
  "spin_multiplicity": 5,
  "de_lowest_kj_mol": 13.1,
  "max_force_ev_per_a": 0.5,
  "homo_ha": [-0.4984, -0.5213],
  "s2": 6.056,
  "gap_ev": [7.8, 6.4],
  "symbols": ["Pd", "Br", "C", "C", "C", "Br", "C", "C", "C", "C", "N", "C", "C", "O", "H", "H", "H", "H", "C", "C", "C", "C", "C", "C", "C", "S", "C", "O", "H", "H", "H", "H", "H", "H", "H", "H", "H", "H", "F", "C", "C", "F", "C", "F", "C", "Se", "C", "F", "C", "F", "O", "As", "C", "C", "C", "C", "C", "C", "C", "C", "C", "C", "C", "C", "C", "C", "C", "C", "C", "C", "H", "H", "H", "H", "H", "H", "H", "H", "H", "H", "H", "H", "H", "H", "H"],
  "positions_angstrom": [[1.531, -0.152, -0.624], [5.095, 3.582, -0.116], [4.259, 2.631, 1.234], [4.549, 2.888, 2.563], [3.908, 2.205, 3.580], [4.327, 2.632, 5.340], [2.928, 1.188, 3.300], [2.241, 0.450, 4.277], [1.323, -0.496, 3.890], [1.093, -0.703, 2.528], [1.731, -0.014, 1.600], [2.631, 0.917, 1.961], [3.284, 1.643, 0.865], [2.993, 1.422, -0.331], [5.283, 3.643, 2.810], [2.440, 0.628, 5.325], [0.784, -1.082, 4.620], [0.384, -1.442, 2.173], [-1.786, -4.524, 2.147], [-0.452, -4.114, 1.590], [-0.378, -3.487, 0.341], [0.841, -3.122, -0.198], [2.006, -3.353, 0.526], [1.958, -3.956, 1.773], [0.729, -4.348, 2.290], [3.580, -2.808, -0.086], [3.763, -3.911, -1.481], [3.347, -1.442, -0.733], [-2.283, -5.223, 1.473], [-2.444, -3.659, 2.252], [-1.685, -5.004, 3.118], [-1.287, -3.293, -0.216], [0.883, -2.666, -1.181], [2.869, -4.125, 2.335], [0.688, -4.842, 3.253], [2.911, -3.787, -2.147], [3.820, -4.934, -1.110], [4.690, -3.640, -1.981], [-1.244, -2.751, -7.213], [-0.529, -2.118, -6.317], [-0.860, -2.231, -4.969], [-1.892, -2.976, -4.603], [-0.109, -1.565, -4.031], [-0.449, -1.691, -2.752], [0.991, -0.771, -4.388], [2.043, 0.162, -3.179], [1.296, -0.679, -5.758], [2.318, 0.057, -6.155], [0.552, -1.339, -6.714], [0.854, -1.239, -7.994], [-0.579, 0.008, -0.506], [-1.550, 1.306, -0.046], [-2.141, 2.217, -1.607], [-2.361, 1.460, -2.755], [-2.818, 2.087, -3.903], [-3.050, 3.457, -3.901], [-2.829, 4.207, -2.754], [-2.373, 3.588, -1.599], [-0.556, 2.528, 1.039], [0.414, 3.317, 0.423], [1.171, 4.195, 1.185], [0.967, 4.274, 2.558], [0.003, 3.484, 3.170], [-0.768, 2.614, 2.411], [-3.052, 0.638, 0.914], [-2.867, -0.294, 1.933], [-3.965, -0.778, 2.625], [-5.242, -0.337, 2.295], [-5.423, 0.587, 1.278], [-4.327, 1.079, 0.582], [-2.175, 0.392, -2.747], [-3.001, 1.509, -4.799], [-3.409, 3.943, -4.798], [-3.012, 5.273, -2.758], [-2.201, 4.174, -0.703], [0.569, 3.265, -0.649], [1.906, 4.828, 0.704], [1.547, 4.971, 3.150], [-0.168, 3.565, 4.236], [-1.543, 2.023, 2.887], [-1.872, -0.645, 2.181], [-3.830, -1.497, 3.422], [-6.098, -0.719, 2.835], [-6.418, 0.925, 1.022], [-4.473, 1.797, -0.216]],
  "lowdin_spin": [1.491, 0.069, 0.190, -0.016, 0.219, 0.091, 0.020, 0.018, 0.003, 0.020, 0.082, 0.056, 0.110, 0.320, -0.003, 0.002, 0.000, 0.001, 0.000, 0.000, 0.003, 0.006, 0.006, 0.000, 0.003, 0.017, 0.003, 0.072, 0.000, 0.000, 0.000, 0.000, 0.003, 0.000, 0.000, 0.000, 0.001, 0.000, 0.030, 0.081, -0.005, -0.007, 0.053, 0.014, 0.089, 0.763, 0.066, 0.020, -0.009, -0.009, 0.110, 0.007, 0.000, 0.001, 0.000, 0.000, 0.000, 0.000, -0.001, 0.001, 0.001, 0.002, 0.000, 0.001, 0.004, 0.001, 0.000, 0.001, 0.000, 0.001, 0.000, 0.000, 0.000, 0.000, 0.000, 0.000, 0.000, 0.000, 0.000, 0.000, 0.000, 0.000, 0.000, 0.000, 0.000]
}


{
  "formula": "C41H29BiFIN2O8Te",
  "method": "ωB97M-V with the def2-TZVPD basis set",
  "total_charge": -2,
  "energy_ha": -3171.557822,
  "de_lowest_kj_mol": 86.6,
  "max_force_ev_per_a": 0.8,
  "homo_ha": -0.0945,
  "gap_ev": 6.0,
  "symbols": ["Bi", "O", "C", "C", "C", "C", "C", "C", "C", "N", "N", "C", "O", "C", "C", "C", "C", "C", "C", "H", "H", "H", "H", "H", "H", "H", "H", "H", "H", "Te", "C", "C", "C", "C", "C", "C", "C", "C", "C", "C", "C", "C", "H", "H", "H", "H", "H", "H", "H", "H", "H", "H", "I", "C", "C", "C", "C", "C", "C", "C", "O", "O", "H", "H", "H", "H", "O", "C", "O", "C", "C", "C", "C", "O", "C", "O", "C", "C", "H", "H", "H", "H", "H", "F"],
  "positions_angstrom": [[-1.204, 0.126, 0.171], [-2.210, 0.885, 1.991], [-1.654, 0.971, 3.174], [-1.808, 2.159, 3.917], [-1.239, 2.313, 5.164], [-0.505, 1.282, 5.746], [-0.376, 0.093, 5.053], [-0.930, -0.092, 3.784], [-0.813, -1.415, 3.181], [-0.991, -1.656, 1.943], [-0.932, -2.975, 1.552], [-1.209, -3.100, 0.274], [-1.519, -2.166, -0.536], [-1.130, -4.487, -0.285], [-0.527, -5.524, 0.423], [-0.433, -6.789, -0.138], [-0.939, -7.029, -1.409], [-1.536, -5.997, -2.119], [-1.628, -4.731, -1.561], [-2.373, 2.958, 3.453], [-1.358, 3.255, 5.689], [-0.044, 1.410, 6.717], [0.179, -0.731, 5.489], [-0.581, -2.253, 3.843], [-0.134, -5.313, 1.407], [0.046, -7.589, 0.415], [-0.859, -8.017, -1.849], [-1.917, -6.171, -3.118], [-2.063, -3.905, -2.110], [-0.237, -0.460, -3.075], [0.307, -2.344, -4.015], [1.237, -3.185, -3.408], [1.516, -4.444, -3.923], [0.860, -4.889, -5.061], [-0.077, -4.069, -5.676], [-0.350, -2.812, -5.152], [1.270, 0.660, -4.058], [2.613, 0.307, -3.969], [3.587, 1.048, -4.622], [3.233, 2.169, -5.360], [1.899, 2.541, -5.438], [0.924, 1.789, -4.796], [1.726, -2.861, -2.495], [2.230, -5.085, -3.421], [1.067, -5.877, -5.457], [-0.606, -4.414, -6.557], [-1.094, -2.185, -5.630], [2.897, -0.557, -3.379], [4.627, 0.755, -4.541], [3.994, 2.754, -5.863], [1.611, 3.421, -6.002], [-0.115, 2.087, -4.851], [-3.264, 7.656, -0.966], [-3.580, 5.583, -0.878], [-2.637, 4.773, -0.271], [-2.852, 3.401, -0.222], [-3.999, 2.841, -0.767], [-4.935, 3.680, -1.362], [-4.734, 5.050, -1.430], [-4.295, 1.342, -0.747], [-5.458, 1.000, -0.946], [-3.312, 0.552, -0.548], [-1.734, 5.191, 0.152], [-2.110, 2.790, 0.267], [-5.829, 3.227, -1.768], [-5.465, 5.693, -1.904], [1.881, -0.407, 1.616], [1.502, 0.747, 1.823], [0.569, 1.365, 1.210], [2.180, 1.549, 2.927], [1.692, 2.795, 3.287], [2.268, 3.537, 4.321], [3.346, 2.973, 4.954], [4.079, 3.471, 6.019], [5.191, 2.596, 6.131], [4.899, 1.403, 5.429], [3.837, 1.730, 4.595], [3.277, 0.988, 3.591], [0.835, 3.175, 2.750], [1.879, 4.503, 4.616], [5.359, 2.364, 7.184], [6.075, 3.076, 5.686], [3.623, 0.004, 3.303], [-0.716, 1.493, -1.566]],
  "lowdin_charge": [1.967, -0.266, -0.371, -0.028, -0.120, -0.129, -0.065, -0.155, -0.096, -0.093, 0.056, -0.494, -0.266, -0.138, -0.040, -0.107, -0.120, -0.098, -0.026, 0.109, 0.092, 0.085, 0.104, 0.119, 0.099, 0.088, 0.086, 0.095, 0.114, 1.451, -0.496, -0.150, -0.106, -0.121, -0.116, -0.153, -0.497, -0.132, -0.107, -0.119, -0.108, -0.143, 0.094, 0.096, 0.089, 0.089, 0.083, 0.091, 0.093, 0.088, 0.092, 0.092, 0.765, -0.743, -0.143, -0.016, -0.105, -0.028, -0.171, -0.602, 0.015, -0.213, 0.093, 0.076, 0.111, 0.080, 0.004, -0.644, -0.197, -0.118, -0.022, 0.008, -0.219, 0.007, -0.181, 0.010, -0.199, 0.070, 0.113, 0.113, 0.128, 0.130, 0.126, -0.756]
}